No. 1
ORCA calculation (ωB97M-V/def2-TZVPD) on a structure of composition C28H34BeN4O2SSb at a distorted geometry.

Structure (XYZ):
```
71
Properties=species:S:1:pos:R:3:forces:R:3
Be 0.24375 -0.17447 -3.51675 0.20 0.55 1.30
C -0.11675 -3.93071 -4.65689 -0.61 -0.06 -1.34
C 0.03696 -2.45172 -4.54478 0.45 0.16 2.58
N 0.09528 -1.86861 -3.36359 -0.28 -1.55 -1.35
O -0.03476 -2.71014 -2.25762 0.32 1.60 -0.72
C 0.23071 -1.48013 -5.63216 -1.06 3.08 0.45
C 0.20355 -1.88497 -7.09918 0.81 0.80 1.01
N 0.20938 -0.20155 -5.13981 0.81 -3.82 -3.20
O 0.44124 0.74999 -6.03325 -0.40 1.26 0.98
H -0.53297 -4.36349 -3.76256 -0.42 0.10 0.21
H 0.82988 -4.44373 -4.77608 0.54 0.21 -0.15
H -0.71678 -4.21123 -5.55988 0.38 0.30 0.83
H 0.17136 -2.04965 -1.57700 -0.17 -0.65 0.82
H 1.07805 -2.53520 -7.27794 -0.54 -0.08 -0.01
H 0.37741 -0.97915 -7.72096 -0.65 -0.73 0.33
H -0.75455 -2.42812 -7.24890 0.69 0.44 -0.35
S 0.58916 1.20919 -2.10943 -0.23 -0.58 -0.51
C 0.72609 2.68301 -3.05921 -0.30 0.69 -0.73
N 0.72509 2.78156 -4.36074 0.09 -0.01 0.31
C 0.86887 4.23575 -4.69383 -1.48 -0.38 0.22
C 1.13132 4.93845 -3.34398 0.00 -0.18 0.12
N 0.79416 3.86983 -2.37671 0.41 -1.02 -0.71
H 0.46302 1.66090 -5.41418 0.42 -0.30 -0.21
H -0.08150 4.61045 -5.12831 0.30 -0.35 0.32
H 1.58578 4.39746 -5.47686 0.72 -0.03 -0.01
H 0.46315 5.76333 -3.20271 -0.42 0.46 0.04
H 2.13655 5.35053 -3.26622 0.23 -0.43 0.26
H 0.96979 3.82624 -1.38046 0.12 0.50 -0.29
C 0.56983 -3.48111 4.20623 0.00 0.09 -0.58
C -0.55360 -2.65457 4.74961 -1.78 1.25 0.17
C -1.09476 -2.90662 6.03354 0.47 1.12 -0.41
C -1.99268 -2.01471 6.67130 0.53 -1.66 -0.71
C -2.50919 -0.97184 5.95622 -0.13 0.57 -0.57
C -2.09844 -0.73735 4.64145 0.10 0.39 -0.80
C -1.16099 -1.56895 4.01071 0.97 0.32 0.67
Sb -0.32716 -1.04536 2.04546 0.82 -0.68 -0.47
C 1.55891 0.01645 2.64770 -1.84 -1.57 0.76
C 1.51419 0.57146 3.93185 0.34 0.80 -0.97
C 2.59702 1.31518 4.37414 0.06 -0.70 0.56
C 3.82310 1.27041 3.68738 -0.63 0.78 0.68
C 3.84778 0.61567 2.47779 0.31 -0.92 -0.81
C 2.74561 -0.07872 1.94530 -0.08 1.32 -0.21
C 2.84170 -0.70166 0.57757 1.00 -0.23 -0.57
C -1.49781 0.62828 1.36134 0.26 1.48 1.11
C -1.08108 1.92483 1.83315 -0.31 -1.43 -0.87
C -1.92563 3.01263 1.66142 -0.27 0.45 0.04
C -3.18812 2.85547 1.02940 1.44 -1.21 0.62
C -3.53299 1.59970 0.49036 0.89 1.53 0.16
C -2.70565 0.48894 0.64200 0.80 0.80 0.92
C -3.15457 -0.82941 0.16502 -0.18 -1.87 0.12
H 0.89115 -4.15443 4.96509 0.48 -0.46 0.77
H 1.45667 -2.88066 3.89036 -0.76 -0.38 0.05
H 0.22217 -4.15322 3.40967 0.19 0.45 -0.22
H -0.71612 -3.74421 6.59444 0.14 -0.19 0.13
H -2.31092 -2.24830 7.67947 -0.03 0.17 -0.02
H -3.24361 -0.31454 6.38141 -0.14 0.24 0.26
H -2.48896 0.16889 4.10499 0.31 -1.05 0.49
H 0.60237 0.51801 4.51498 0.02 0.12 0.02
H 2.43608 1.83024 5.31278 0.56 0.10 0.08
H 4.69038 1.78486 4.13217 -0.42 -0.31 -0.57
H 4.72239 0.55368 1.84156 0.39 0.22 0.37
H 3.89292 -0.96223 0.31871 -0.50 0.43 0.25
H 2.46478 -0.07010 -0.25505 0.06 -0.22 0.63
H 2.34754 -1.66285 0.55172 -0.48 -0.20 -0.02
H -0.07433 2.02395 2.28952 -0.94 0.05 -0.18
H -1.56032 3.97815 2.06230 -0.64 -0.51 -0.34
H -3.90099 3.65141 1.04555 -0.19 0.47 -0.35
H -4.39865 1.58466 -0.14368 -0.54 -0.44 0.07
H -4.11245 -0.75084 -0.35502 0.03 -0.08 0.15
H -3.29041 -1.53174 1.05988 0.18 0.72 -1.35
H -2.43840 -1.29329 -0.55981 -0.42 0.21 0.70
```
Forces are in eV/Å.

## Properties
energy relative to the best compared isomer or geometry (same formula, charge and spin)	38.5	kcal/mol
electronic energy	-2109.76576	Ha
total charge	+1
HOMO	-0.361	Ha
frontier orbital gap	0.17450	Eh
F_max	5.05	eV Å⁻¹

Mulliken population analysis, charges in e, atoms 1 to 2: Be -0.554; C -1.365

***

No. 2
ORCA calculation (ωB97M-V/def2-TZVPD) on a structure of composition C28H34ClN3OPtSi at a distorted geometry.

Structure (XYZ):
```
69
Properties=species:S:1:pos:R:3:forces:R:3
Pt -0.58490 0.12770 0.15950 -0.42 -0.46 -0.56
C -2.82230 -4.12910 -0.89280 0.47 0.48 0.13
Si -2.12030 -2.50370 -0.16470 -0.69 0.23 0.68
C -1.90170 -2.80830 1.72240 -0.19 0.05 -0.71
C -3.48650 -1.19970 -0.43490 0.47 -0.49 0.13
N -0.64340 -1.80090 -0.73130 -0.86 1.01 0.69
C 0.45990 -2.37770 -1.25610 0.83 -0.16 -0.61
C 0.44240 -3.66810 -1.81720 0.08 0.23 0.00
C 1.55160 -4.23570 -2.40490 0.15 -0.15 -0.02
C 2.75390 -3.54990 -2.43280 0.02 -0.06 -0.04
C 2.82810 -2.29960 -1.84500 0.11 0.04 0.08
C 1.71290 -1.71170 -1.27560 -0.03 -0.52 -0.05
O 1.79880 -0.52300 -0.57830 0.34 -0.05 -0.24
C 2.83950 0.33190 -0.81980 0.43 0.19 0.09
C 3.29680 0.62370 -2.10130 -0.28 -0.11 0.07
C 4.36390 1.48320 -2.26830 0.06 0.05 0.00
C 4.98460 2.05300 -1.17000 0.13 0.10 0.06
C 4.51300 1.78380 0.10380 0.04 0.04 -0.03
C 3.43950 0.93200 0.28380 -0.29 -0.28 -0.11
H -3.86360 -4.24230 -0.60570 -0.20 0.11 0.15
H -2.29540 -5.00800 -0.53610 0.17 -0.17 0.08
H -2.78880 -4.13970 -1.97600 0.01 0.04 -0.30
H -2.80160 -3.22810 2.16260 -0.20 -0.14 0.09
H -1.67940 -1.87780 2.23720 0.00 0.20 0.00
H -1.07800 -3.49100 1.91500 0.15 -0.18 -0.04
H -4.37000 -1.44870 0.14180 -0.27 -0.11 0.17
H -3.77400 -1.15610 -1.48060 -0.04 -0.02 -0.23
H -3.13760 -0.21360 -0.12920 -0.02 0.03 0.04
H -0.47930 -4.21960 -1.78500 -0.21 -0.08 -0.07
H 1.48450 -5.22580 -2.83420 -0.04 -0.05 -0.03
H 3.63270 -3.98480 -2.88610 0.04 -0.03 -0.01
H 3.77620 -1.78260 -1.80720 0.02 -0.03 -0.02
H 2.82040 0.16080 -2.95170 0.00 -0.05 -0.04
H 4.72180 1.69820 -3.26400 0.03 0.02 -0.10
H 5.84200 2.69270 -1.30350 0.08 0.13 -0.03
H 4.99860 2.21940 0.96470 0.01 0.07 0.06
H 3.06080 0.69820 1.26810 -0.03 -0.02 0.07
N 0.02000 0.41270 2.23240 -0.72 0.89 0.10
C -0.18950 0.09910 3.33160 0.28 0.37 -1.18
N -0.41210 -0.26280 4.55690 -0.07 -0.27 0.32
C -1.40090 0.39580 5.39030 -0.28 0.55 0.22
C -0.70490 1.16970 6.51010 -0.17 -0.24 0.00
C 0.17270 0.22080 7.32330 0.17 0.19 -0.16
C 1.18870 -0.45980 6.40760 -0.21 -0.13 -0.02
C 0.48260 -1.17010 5.25150 0.49 -0.36 0.21
H -2.04960 -0.37660 5.82280 0.02 0.07 -0.10
H -2.00950 1.05350 4.76640 0.04 -0.12 0.04
H -1.45990 1.63610 7.14260 -0.02 0.06 0.02
H -0.08950 1.95970 6.07340 -0.03 0.05 -0.01
H -0.45130 -0.53350 7.80750 -0.04 -0.04 0.06
H 0.69360 0.77390 8.10470 -0.02 -0.04 0.08
H 1.77210 -1.19550 6.96200 0.07 0.01 -0.01
H 1.87540 0.29000 6.00960 0.06 -0.01 -0.04
H -0.11420 -2.00750 5.63670 0.08 0.06 -0.08
H 1.20550 -1.55830 4.53240 -0.10 -0.06 0.06
Cl -0.25060 -0.34730 -6.38010 0.02 -0.01 -0.12
C -0.55030 0.36700 -4.83150 -0.02 0.10 0.26
C -1.81390 0.27410 -4.26440 0.08 -0.14 -0.22
C -2.03920 0.79670 -3.01100 0.33 0.26 0.47
C -1.00670 1.40620 -2.26970 0.04 -0.10 -1.26
C -1.21580 1.88060 -0.91470 0.72 -0.60 1.69
C 0.24110 1.54230 -2.90860 -0.46 -0.06 0.46
C 0.47230 1.02610 -4.16480 -0.06 -0.17 -0.29
H -2.60550 -0.22130 -4.80740 -0.05 -0.01 -0.03
H -3.02440 0.72430 -2.57470 -0.07 -0.03 0.06
H -2.25260 2.11900 -0.67760 0.06 -0.11 0.10
H -0.54150 2.68900 -0.61950 -0.15 -0.02 -0.08
H 1.04080 2.04770 -2.39060 0.11 0.07 0.11
H 1.44150 1.12130 -4.63370 0.03 0.01 -0.03
```
Forces are in eV/Å.

## Properties
energy relative to the best compared isomer or geometry (same formula, charge and spin)	46.0	kcal/mol
electronic energy	-2195.81668	Ha
HOMO (alpha / beta)	-0.244 / -0.244	Ha
frontier orbital gap (alpha / beta)	0.22428 / 0.22433	Eh
F_max	1.93	eV Å⁻¹

Mulliken population analysis, charges in e, atoms 1 to 2: Pt 1.858; C -1.339

***

No. 3
ORCA calculation (ωB97M-V/def2-TZVPD) on a structure of composition C28H34CoGeN5O3Se.

Structure (XYZ):
```
73
Properties=species:S:1:pos:R:3:forces:R:3
Co 0.55871 -2.42461 0.99579 0.10 0.04 0.06
N -0.21171 -4.37339 0.45808 -0.10 0.05 -0.03
C 0.05909 -5.46555 1.44610 0.02 0.00 -0.03
C 1.52283 -5.51242 1.87112 -0.06 0.01 0.02
C 1.88692 -4.22565 2.59356 0.12 0.09 -0.01
O 1.88593 -4.14540 3.80350 -0.04 -0.03 -0.01
O 2.12175 -3.20722 1.78971 -0.11 -0.02 0.01
H -1.20752 -4.38006 0.25812 0.01 0.00 -0.04
H 0.23491 -4.62832 -0.42051 0.04 0.01 0.01
H -0.23402 -6.42214 1.01222 0.00 -0.01 0.03
H -0.57283 -5.28502 2.31642 0.01 0.02 0.00
H 2.16546 -5.64722 0.99962 0.01 -0.01 -0.01
H 1.65684 -6.35619 2.54527 0.01 0.01 0.00
C 1.31094 8.25766 -7.72988 0.06 0.03 0.00
O 0.21409 7.39263 -7.36924 -0.03 -0.01 0.00
C 0.37645 6.42361 -6.51217 0.01 0.00 0.00
C 1.60662 6.13001 -5.86583 -0.01 -0.02 0.01
C 1.66256 5.09202 -4.98515 -0.04 0.00 -0.01
C 0.51510 4.30354 -4.70499 -0.01 0.02 -0.03
C -0.71085 4.61189 -5.36458 0.03 0.01 0.01
C -0.77956 5.64226 -6.24339 0.02 -0.01 0.01
C 0.53912 3.22241 -3.79743 0.02 -0.06 0.01
N -0.52456 2.45536 -3.50570 0.01 0.04 0.01
C -0.09888 1.55846 -2.61789 -0.05 -0.05 0.01
C 1.26717 1.74369 -2.33015 0.04 -0.05 0.04
N 1.64915 2.79528 -3.08657 -0.03 0.03 0.00
C 1.98993 0.92426 -1.40525 0.04 0.07 -0.05
C 3.34307 1.06300 -1.06229 -0.02 -0.02 0.01
C 3.89301 0.19901 -0.14676 -0.02 0.01 -0.01
C 3.08631 -0.79078 0.41988 0.05 0.00 0.03
N 1.80507 -0.92631 0.10258 -0.07 -0.05 -0.08
C 1.25377 -0.09911 -0.79451 -0.13 -0.06 0.02
C -0.16787 -0.31863 -1.09037 0.07 -0.03 0.05
N -0.76646 -1.33384 -0.44515 0.06 -0.03 0.06
C -2.05966 -1.53002 -0.64919 -0.08 0.02 -0.04
C -2.82548 -0.75301 -1.51977 0.04 -0.01 0.02
C -2.21541 0.27441 -2.20135 0.02 0.00 0.01
C -0.85468 0.50487 -1.98158 -0.02 0.07 -0.06
H 0.89815 8.95794 -8.44606 -0.01 -0.01 0.00
H 2.10845 7.67717 -8.19112 -0.01 -0.01 0.00
H 1.67129 8.79001 -6.85096 -0.01 0.00 0.00
H 2.48857 6.71891 -6.06680 -0.01 0.01 -0.01
H 2.60820 4.88258 -4.50241 0.00 0.00 0.01
H -1.58023 4.00819 -5.14875 0.00 -0.01 0.01
H -1.69613 5.89704 -6.75669 0.00 0.01 -0.01
H 2.57009 3.19944 -3.12400 0.00 0.00 0.00
H 3.95205 1.83842 -1.50974 0.00 0.00 0.00
H 4.93130 0.27266 0.14154 0.00 0.00 0.00
H 3.46347 -1.49976 1.14722 -0.01 -0.01 0.00
H -2.52270 -2.33382 -0.08943 0.01 -0.01 0.00
H -3.87745 -0.96454 -1.64447 0.00 0.00 0.00
H -2.76212 0.90475 -2.88968 -0.01 0.00 0.00
C -1.46974 -1.03830 6.65163 0.01 0.00 0.01
Ge -2.39825 -2.35456 5.55778 0.02 0.02 0.00
C -2.68840 -4.02382 6.51078 -0.02 0.00 0.00
C -4.05722 -1.60537 4.86259 -0.03 -0.01 0.01
C -1.30170 -2.83752 3.96876 -0.01 0.03 0.05
Se -0.67387 -1.30657 2.93173 0.01 0.03 -0.12
C 0.95099 -0.89592 3.92421 -0.07 -0.07 0.16
H -2.05585 -0.85542 7.55265 0.01 0.01 0.01
H -1.36767 -0.08780 6.12677 0.02 0.00 -0.01
H -0.48576 -1.39352 6.95704 0.01 0.01 0.00
H -3.31403 -3.85340 7.38654 0.00 -0.01 0.01
H -1.74082 -4.44731 6.84236 0.00 -0.01 0.00
H -3.19122 -4.74843 5.87011 0.00 -0.02 0.02
H -4.70112 -1.30519 5.68932 -0.02 0.01 -0.02
H -4.59779 -2.34139 4.26639 -0.01 0.00 0.00
H -3.86504 -0.72519 4.24811 0.01 0.00 0.00
H -1.94565 -3.41085 3.29779 0.05 -0.01 -0.04
H -0.42705 -3.43530 4.22246 0.03 -0.04 -0.01
H 0.67675 -0.49626 4.89559 -0.03 0.04 -0.01
H 1.49693 -0.14472 3.35758 0.00 -0.02 -0.01
H 1.52823 -1.81163 4.02888 0.05 0.00 -0.04
```
Forces are in eV/Å.

## Properties
energy relative to the best compared isomer or geometry (same formula, charge and spin)	0.0	kcal/mol
electronic energy	-7447.58408	Ha
2S+1	5
total charge	+2
HOMO (alpha / beta)	-0.474 / -0.487	Ha
<S²>	6.049
frontier orbital gap (alpha / beta)	0.26206 / 0.16758	Eh
F_max	0.19	eV Å⁻¹

Mulliken population analysis, charges in e, atoms 1 to 2: Co 1.025; N -0.652